DFT (ωB97M-V/def2-TZVPD) results for a cluster of 14 separate species, C5H37NO15 in total.

Calculated values
E_HOMO (spin up / spin down)   -13.299 / -13.293 eV
LUMO level (spin up / spin down)   -3.6 / -8.7 eV
Multiplicity   2
<S²>   0.768
ΔE to the lowest compared entry with this formula, charge and spin   0.0 kcal per mole
Total charge   +1
Energy   -1395.75757 hartree

Cartesian coordinates (Å):
1 C 1.17975 0.77510 0.58781
2 N 0.30117 1.85452 1.01297
3 C 0.26520 3.08679 0.35312
4 O -0.20615 4.03086 0.94337
5 C 0.44500 -0.55401 0.73054
6 C 0.50188 -1.10428 2.17477
7 C 1.86387 -1.44352 2.73014
8 O -0.18170 -2.35537 1.96148
9 H 1.73747 0.90753 -0.36858
10 H 2.07616 0.85991 1.27061
11 H 0.12521 1.89210 2.04086
12 H 0.65382 3.07667 -0.67214
13 H 0.93771 -1.34329 0.15856
14 H -0.61664 -0.35273 0.57738
15 H -0.03063 -0.47955 2.93116
16 H 1.78663 -2.05294 3.64001
17 H 2.33275 -0.53134 3.12246
18 H 2.44720 -1.94129 1.94469
19 H -0.41412 -2.75751 2.81024
20 H -3.27852 1.73569 -0.84972
21 H -2.51859 1.06271 0.26189
22 O -2.37954 1.47171 -0.62118
23 H 2.41932 -4.21962 -0.02508
24 H 1.69390 -3.44578 1.09458
25 O 2.56859 -3.66694 0.76123
26 H -3.36597 -1.09401 0.77868
27 H -3.61259 -0.22029 2.08829
28 O -3.58288 -0.20172 1.12637
29 H -1.55468 -2.98962 -2.90235
30 H -1.09207 -1.57932 -2.37968
31 O -0.98382 -2.54558 -2.26187
32 H 2.79818 1.54454 -1.70078
33 H 3.79998 2.76066 -1.39906
34 O 2.88536 2.50480 -1.54657
35 H 1.77316 -0.52057 -2.48565
36 H 0.60882 0.37846 -2.37605
37 O 1.59827 0.43213 -2.40648
38 H -0.59560 1.86723 -4.94082
39 H -1.34386 2.91789 -4.35437
40 O -1.49016 1.97396 -4.49807
41 H -1.48029 0.59392 -1.58238
42 H -1.38849 0.82007 -3.11324
43 O -1.07573 0.18067 -2.41021
44 H 0.27361 -5.29771 -1.35555
45 H 0.63275 -3.81923 -1.53595
46 O 0.99888 -4.66882 -1.26700
47 H -0.52951 1.92731 4.33328
48 H -0.28343 0.99026 5.56276
49 O -0.13719 1.08441 4.62040
50 H -1.95581 -2.88383 1.17587
51 H -2.52302 -3.44418 -0.08239
52 O -2.77454 -2.88486 0.65953
53 H 1.24150 1.51544 -4.65038
54 H 1.45970 2.89358 -4.45394
55 O 1.08908 2.33246 -5.15649
56 H -1.63247 3.77689 3.87801
57 H -0.65897 3.69573 2.57109
58 O -0.80798 3.45390 3.49383

---

DFT (ωB97M-V/def2-TZVPD) results for a cluster of 14 separate species, C5H37NO15 in total.

Calculated values
E_HOMO (spin up / spin down)   -14.167 / -14.151 eV
LUMO level (spin up / spin down)   -3.5 / -8.9 eV
Multiplicity   2
<S²>   0.778
ΔE to the lowest compared entry with this formula, charge and spin   66.5 kcal per mole
Total charge   +1
Energy   -1395.65158 hartree

Cartesian coordinates (Å):
1 O 2.13169 0.08687 -0.38618
2 C 1.23838 -0.37026 0.34847
3 N -0.01629 0.13230 0.44406
4 C -0.98512 -0.37894 1.36982
5 C -1.56363 0.88190 2.16976
6 C -2.56589 0.45696 3.17392
7 O -0.38803 1.48093 2.81743
8 C -2.06371 -1.23864 0.72893
9 H 1.31322 -1.37179 1.02476
10 H -0.56525 0.74133 -0.14566
11 H -0.39588 -1.00199 2.15457
12 H -1.85633 1.81301 1.48906
13 H -2.31847 -0.50752 3.61701
14 H -3.54662 0.43921 2.60786
15 H -2.73047 1.14183 4.09940
16 H 0.02316 0.90182 3.44727
17 H -2.36711 -2.11834 1.39361
18 H -2.89220 -0.76564 0.26312
19 H -1.54638 -1.82404 -0.11773
20 H 4.16321 -1.11731 0.25954
21 H 4.00740 -2.02152 1.47235
22 O 4.18531 -2.01176 0.57416
23 H 0.77545 2.10316 -3.84609
24 H 1.10124 1.66057 -2.34288
25 O 0.58567 1.48753 -3.13368
26 H -0.38686 -1.74227 -4.48696
27 H -1.75165 -2.48497 -4.87083
28 O -1.42284 -1.64877 -4.58589
29 H 0.02071 3.08356 1.58502
30 H -0.54532 3.10179 0.11134
31 O -0.10418 3.57650 0.79274
32 H 1.83598 -3.75453 1.90723
33 H 0.47447 -3.90356 1.09384
34 O 0.78623 -3.40760 1.81956
35 H -2.96900 2.74182 -0.89778
36 H -2.31140 1.43767 -0.99920
37 O -2.09085 2.36473 -0.69373
38 H 1.01999 -0.47127 -3.69462
39 H 2.41587 -0.92706 -4.16387
40 O 1.51634 -1.19878 -4.08264
41 H 2.01572 1.50899 1.83374
42 H 3.13385 2.25379 2.45325
43 O 2.57167 1.48259 2.58201
44 H 1.61734 1.88270 -0.54349
45 H 0.92119 3.16716 -0.49231
46 O 1.47124 2.68938 -1.02979
47 H -3.40286 0.55231 -2.10444
48 H -4.51163 -0.00945 -1.02227
49 O -4.23557 0.74433 -1.60490
50 H -1.14242 0.52299 -2.56790
51 H -1.62201 -0.80962 -2.57827
52 O -1.70813 0.01428 -2.05621
53 H 3.21696 -0.09824 3.02873
54 H 2.41640 -1.27298 3.28533
55 O 3.12872 -0.97390 2.78448
56 H 2.49435 -2.08550 -0.80114
57 H 1.68821 -2.36426 -2.17002
58 O 1.73614 -2.57152 -1.31388

---

DFT (ωB97M-V/def2-TZVPD) results for a cluster of 13 separate species, C5H38N2O12S in total.

Calculated values
E_HOMO   -8.885 eV
LUMO level   -0.1 eV
Multiplicity   1
ΔE to the lowest compared entry with this formula, charge and spin   56.2 kcal per mole
Energy   -1623.75844 hartree

Cartesian coordinates (Å):
1 N 0.39033 1.81624 -2.65292
2 C 0.77612 1.78717 -1.14901
3 C 0.01804 2.89663 -0.44950
4 C -0.39236 2.64719 0.99927
5 S -2.13975 3.41866 1.48326
6 C 2.36678 1.76221 -1.06867
7 N 2.93822 1.03757 -0.00422
8 C 4.45542 1.47605 0.05645
9 H 0.87079 2.52373 -3.18105
10 H 0.46902 0.87672 -3.14245
11 H 0.54817 0.85990 -0.76728
12 H 0.66490 3.76828 -0.56868
13 H -0.92145 2.99370 -1.04224
14 H -0.35606 1.55124 1.22174
15 H 0.31195 3.18104 1.68887
16 H -2.88945 2.31557 0.94252
17 H 2.74031 1.46244 -2.04835
18 H 2.71245 2.80746 -1.05346
19 H 2.49509 1.24715 0.84241
20 H 4.76896 0.54949 0.53084
21 H 4.84199 1.75937 -0.86684
22 H 4.49262 2.25377 0.79590
23 H 0.19727 -4.03728 -2.70848
24 H -0.57566 -3.17941 -1.75788
25 O -0.49409 -3.39113 -2.68633
26 H 0.20616 -4.31175 0.44345
27 H -0.98815 -3.35526 0.76909
28 O -0.55825 -3.84771 0.07501
29 H 0.52930 -1.53773 0.26615
30 H 2.08583 -1.62017 -0.00731
31 O 1.25756 -2.10024 0.20819
32 H -2.70662 -1.75023 -1.78461
33 H -2.43769 -3.20306 -1.23395
34 O -2.86508 -2.34933 -0.98521
35 H 1.77703 1.35699 3.46296
36 H 0.88564 2.46762 3.85309
37 O 1.77481 2.18026 3.38289
38 H -1.55968 1.19813 -1.81808
39 H -2.51515 0.27530 -2.28767
40 O -2.45279 0.88679 -1.52378
41 H 1.18919 -0.97880 -4.31556
42 H 0.21457 -1.99977 -3.72920
43 O 0.32360 -1.19348 -4.20373
44 H -1.98555 -1.68847 -3.51209
45 H -2.12379 -0.25215 -4.09783
46 O -2.63761 -0.87061 -3.58410
47 H 1.08577 -4.22376 2.92242
48 H 0.82234 -2.63115 2.57722
49 O 0.40668 -3.44889 2.89354
50 H 2.15160 -1.33630 3.27426
51 H 0.98668 -0.79044 3.85916
52 O 1.93049 -0.51972 3.75596
53 H -1.73673 -0.02195 0.71369
54 H -2.24011 -1.36524 0.23382
55 O -1.47910 -0.88675 0.64735
56 H -1.60661 -1.09256 3.63649
57 H -0.71142 -1.34857 2.44857
58 O -0.71889 -0.81102 3.26732

---

DFT (ωB97M-V/def2-TZVPD) results for a cluster of 13 separate species, C5H38N2O13 in total.

Calculated values
E_HOMO   -15.476 eV
LUMO level   -4.7 eV
Multiplicity   1
ΔE to the lowest compared entry with this formula, charge and spin   0.0 kcal per mole
Total charge   +2
Energy   -1300.43522 hartree

Cartesian coordinates (Å):
1 C -2.02430 1.03320 1.36831
2 O -2.54894 0.74346 0.06387
3 C -0.69114 1.79327 1.18689
4 C 0.42968 0.87502 0.64908
5 C 0.37170 0.81687 -0.85199
6 C 1.20984 1.39232 -1.68811
7 N 1.06243 1.09745 -3.12392
8 N -0.33012 2.52898 2.43597
9 H -2.78892 1.51504 1.97744
10 H -1.77520 0.03363 1.72477
11 H -2.98405 1.52216 -0.29717
12 H -0.89537 2.51939 0.39745
13 H 0.13410 -0.14554 0.91159
14 H 1.38738 1.10469 1.10769
15 H -0.40859 0.23417 -1.26780
16 H 2.12479 1.92081 -1.45779
17 H 0.07763 0.80366 -3.21204
18 H 1.67299 0.28118 -3.31242
19 H 1.25822 1.76602 -3.83456
20 H -0.36259 1.87020 3.22840
21 H -0.99153 3.27893 2.56996
22 H 0.67073 2.89144 2.42332
23 H 2.45406 -5.84938 -0.16478
24 H 1.15353 -5.02178 -0.35439
25 O 1.91905 -5.14514 0.21570
26 H 3.57118 1.06657 4.68250
27 H 2.13635 0.77929 4.32375
28 O 2.79012 1.49512 4.30911
29 H -4.00147 -3.38383 -0.58934
30 H -3.61655 -4.78372 -0.21012
31 O -3.26849 -3.88481 -0.21566
32 H 3.04735 -1.79501 -3.75058
33 H 2.48358 -2.10127 -2.27914
34 O 2.33526 -1.64432 -3.12382
35 H -2.40163 -0.90487 -2.41625
36 H -1.41058 -1.35560 -3.61929
37 O -1.99530 -0.66426 -3.24991
38 H -4.23217 3.45323 -2.65468
39 H -3.19406 3.89594 -1.66853
40 O -3.34091 3.23288 -2.35286
41 H 3.05700 -3.59429 -0.34762
42 H 3.44989 -2.20126 0.06028
43 O 2.93432 -2.66199 -0.61099
44 H -0.11527 -3.22806 4.45205
45 H -0.66129 -2.43593 5.68995
46 O -0.43560 -2.37704 4.75838
47 H 0.67491 -2.26874 -3.52834
48 H -0.08473 -2.97525 -4.77334
49 O -0.15501 -2.41387 -3.99915
50 H 2.55559 2.87291 3.22279
51 H 2.44189 4.47905 2.97105
52 O 2.11409 3.60533 2.75659
53 H -1.75266 1.12632 -4.20675
54 H -1.97557 2.46323 -3.59435
55 O -1.38960 2.02551 -4.23582
56 H 0.46231 0.44638 5.10405
57 H -0.31557 -0.48537 4.21285
58 O 0.16723 0.35768 4.18771